{
  "formula": "C6H13Br3N",
  "method": "ωB97M-V/def2-TZVPD",
  "species": ["C", "C", "C", "C", "C", "C", "N", "Br", "Br", "Br", "H", "H", "H", "H", "H", "H", "H", "H", "H", "H", "H", "H", "H"],
  "positions_angstrom": [[-0.46239, -2.09067, 0.97066], [-1.99513, -0.37346, -0.01740], [-0.09708, -1.36300, -1.23108], [0.27698, 0.07137, 0.62458], [1.40587, 2.69898, 0.47467], [1.01888, 1.56441, -0.44878], [-0.60902, -0.91811, 0.01414], [2.74069, 3.75031, -0.35989], [2.57444, 0.75177, -1.39830], [-0.26034, 2.14639, -1.80772], [0.58334, -2.33472, 1.07390], [-0.91172, -1.89591, 1.92940], [-1.08864, -2.75545, 0.39579], [-1.90565, 0.73733, -0.27468], [-2.67202, -0.74889, -0.80729], [-2.46016, -0.41333, 0.94779], [-0.58875, -2.34314, -1.52845], [-0.00094, -0.65745, -2.16075], [0.99014, -1.65765, -1.13256], [1.19757, -0.39016, 0.93380], [-0.11755, 0.60895, 1.48106], [0.64790, 3.36545, 0.82278], [1.73359, 2.24697, 1.49831]],
  "forces_ev_per_angstrom": [[-1.4, 0.0, -1.0], [-0.7, 2.5, -1.4], [2.4, -2.0, -4.6], [2.4, 4.3, -1.3], [1.0, -1.8, 2.2], [-1.5, -2.9, 0.5], [0.2, 1.4, 2.3], [0.4, 0.8, 0.2], [-0.8, 0.1, 0.7], [0.3, 0.0, 0.4], [0.0, -0.4, -0.3], [-0.1, 0.4, 0.2], [0.2, -1.4, 0.7], [0.0, -1.6, 0.4], [0.8, -0.5, 0.5], [0.0, -0.4, 0.5], [0.2, 1.5, 0.2], [-1.0, -0.8, 2.2], [-1.1, 0.3, 0.4], [0.4, -0.2, -0.2], [-0.7, -0.3, -0.1], [-1.1, 0.2, -0.6], [0.2, 0.6, -1.9]],
  "lowdin_charge": [0.045, 0.006, -0.102, -0.093, -0.782, -1.116, -0.418, 0.708, 0.659, 0.726, 0.116, 0.117, 0.111, 0.070, 0.128, 0.103, 0.135, 0.110, 0.098, 0.092, 0.122, 0.050, 0.114],
  "charge": 1
}

***

{
  "formula": "CH6NS",
  "method": "ωB97M-V/def2-TZVPD",
  "species": ["S", "H", "C", "N", "H", "H", "H", "H", "H"],
  "positions_angstrom": [[0.74887, 2.22944, 0.67801], [0.64118, 3.20760, 1.59163], [0.17312, -0.99820, -0.71830], [-1.02150, -0.45123, -0.05494], [0.02298, -0.95923, -1.79261], [0.31477, -2.03892, -0.43632], [1.07781, -0.52388, -0.33702], [-1.17873, -0.96793, 0.80429], [-0.77850, 0.50235, 0.26526]],
  "forces_ev_per_angstrom": [[0.2, 0.1, 0.0], [0.0, 0.0, 0.0], [-0.4, -0.2, 0.9], [0.0, 0.1, 0.2], [0.5, 0.2, -0.2], [-0.2, -0.4, -0.1], [0.2, 0.4, -0.6], [0.0, 0.1, 0.0], [-0.2, -0.3, -0.2]],
  "lowdin_charge": [-0.209, -0.475, -0.242, -0.116, 0.049, 0.046, 0.025, 0.030, -0.109],
  "charge": -1
}

***

{
  "formula": "C5H9N",
  "method": "ωB97M-V/def2-TZVPD",
  "species": ["C", "C", "C", "C", "C", "N", "H", "H", "H", "H", "H", "H", "H", "H", "H"],
  "positions_angstrom": [[-1.47157, 0.02202, -0.44269], [-0.84459, -0.40618, 0.90935], [0.64001, -0.62816, 0.56386], [1.51598, 0.61848, 0.51998], [0.91340, 0.07124, -0.74409], [-0.33392, 0.68353, -1.12587], [-2.30327, 0.69503, -0.29626], [-1.82357, -0.93106, -0.94956], [-1.26709, -1.34218, 1.31019], [-1.05437, 0.42300, 1.57529], [1.15450, -1.53950, 0.77605], [2.57076, 0.34797, 0.58905], [1.23473, 1.55392, 0.95976], [1.57027, -0.32986, -1.54048], [-0.50126, 0.76174, -2.10458]],
  "forces_ev_per_angstrom": [[0.9, -1.7, -0.1], [0.0, -0.5, -0.8], [-0.1, 1.2, 0.1], [1.0, -1.3, -0.5], [-0.3, 0.0, 0.0], [-1.1, 0.2, 0.3], [-0.2, 0.2, -0.1], [0.2, 1.1, 0.1], [-0.1, 0.5, -0.1], [0.5, -0.1, 0.6], [-0.1, -0.5, 0.3], [-0.1, 0.4, 0.3], [-0.4, 0.2, 0.0], [-0.5, 0.2, 0.6], [0.2, 0.0, -0.6]],
  "lowdin_charge": [-0.200, -0.143, -0.219, -0.078, -0.295, -0.037, 0.095, 0.120, 0.107, 0.100, 0.116, 0.095, 0.099, 0.145, 0.093],
  "charge": 0,
  "smiles": "C1C[C@@H]2C[C@@H]2N1"
}

***

{
  "formula": "C19H24N2O5S",
  "method": "ωB97M-V/def2-TZVPD",
  "species": ["C", "C", "O", "C", "C", "C", "C", "S", "O", "O", "N", "C", "C", "C", "C", "C", "O", "N", "C", "C", "C", "C", "C", "O", "C", "C", "C", "H", "H", "H", "H", "H", "H", "H", "H", "H", "H", "H", "H", "H", "H", "H", "H", "H", "H", "H", "H", "H", "H", "H", "H"],
  "positions_angstrom": [[-2.92875, 0.94259, -3.79493], [-4.03153, 0.77294, -2.75471], [-3.57884, 1.07448, -1.44702], [-2.71708, 0.23184, -0.82725], [-2.43277, -1.07269, -1.22987], [-1.53182, -1.83541, -0.51033], [-0.89241, -1.29622, 0.58637], [0.33586, -2.24843, 1.46431], [0.74874, -1.49387, 2.61489], [-0.16519, -3.58074, 1.64340], [1.67455, -2.38317, 0.49710], [1.70832, -3.34188, -0.57678], [1.59412, -2.65527, -1.93595], [2.70153, -1.61386, -2.07620], [2.65270, -0.59045, -0.93505], [1.48078, 0.37686, -1.08998], [0.51393, 0.18570, -1.79875], [1.64802, 1.51590, -0.38261], [0.70998, 2.62628, -0.43459], [0.64698, 3.32974, 0.87653], [1.36403, 4.38878, 1.35626], [0.91607, 4.60450, 2.68196], [-0.03498, 3.65910, 2.90859], [-0.20247, 2.88623, 1.82584], [2.63178, -1.32008, 0.42581], [-1.18854, -0.01811, 1.01825], [-2.10814, 0.73856, 0.32502], [-3.29735, 0.65487, -4.77566], [-2.60897, 1.98098, -3.82798], [-2.06585, 0.33108, -3.54115], [-4.83602, 1.49166, -2.93332], [-4.45946, -0.23580, -2.79505], [-2.90296, -1.50436, -2.09868], [-1.32592, -2.85465, -0.79611], [2.65688, -3.89321, -0.51960], [0.89317, -4.04199, -0.39632], [0.63154, -2.15293, -2.02373], [1.67798, -3.39768, -2.73090], [2.59924, -1.09308, -3.02978], [3.67489, -2.11116, -2.05796], [3.56826, 0.01221, -0.96673], [2.47210, 1.64311, 0.18320], [1.02524, 3.33706, -1.20891], [-0.26291, 2.20801, -0.70480], [2.10932, 4.94960, 0.82985], [1.25578, 5.35708, 3.36290], [-0.64089, 3.44214, 3.76553], [3.63130, -1.74490, 0.59654], [2.40102, -0.64025, 1.24758], [-0.68950, 0.36529, 1.89309], [-2.36492, 1.73540, 0.64716]],
  "forces_ev_per_angstrom": [[-0.2, 0.0, 0.4], [0.0, 0.0, -0.5], [0.1, 0.0, 0.3], [0.2, 0.0, 0.3], [-0.1, 0.0, -0.1], [-0.1, 0.0, 0.0], [0.5, -0.4, 0.4], [0.2, -0.2, 0.1], [-0.1, 0.2, -0.2], [-0.1, 0.1, -0.3], [-0.8, 0.0, 0.6], [-0.3, -0.4, -0.5], [0.2, -0.1, 0.1], [-0.3, 0.2, 0.0], [0.0, -0.4, 0.0], [0.5, 0.0, 0.0], [-0.2, 0.0, -0.3], [0.0, 0.3, 0.3], [-0.1, -0.1, 0.0], [0.7, 0.6, -0.4], [-0.3, -0.5, -0.4], [-0.4, -0.3, 0.3], [0.4, 0.7, 0.5], [-0.3, -0.4, -0.2], [0.3, 0.6, 0.1], [0.0, 0.1, 0.1], [-0.2, -0.1, -0.2], [0.0, 0.0, -0.1], [0.0, 0.1, 0.0], [0.1, -0.1, -0.1], [0.1, -0.2, 0.0], [0.0, 0.1, 0.1], [-0.1, 0.0, -0.1], [0.0, -0.1, -0.1], [-0.1, 0.0, 0.0], [0.1, -0.1, -0.1], [0.0, -0.1, 0.0], [0.0, 0.0, 0.0], [0.1, 0.0, 0.0], [0.1, 0.0, 0.0], [-0.1, 0.0, 0.1], [0.0, -0.1, -0.1], [-0.2, 0.0, 0.1], [0.1, 0.1, 0.0], [0.1, 0.1, -0.2], [0.0, 0.1, 0.2], [-0.1, -0.1, 0.1], [-0.1, 0.1, 0.0], [0.3, 0.1, -0.1], [0.0, 0.1, 0.1], [0.0, 0.1, 0.0]],
  "lowdin_charge": [-0.057, -0.240, -0.041, -0.259, -0.002, -0.061, -0.272, 0.681, -0.286, -0.279, -0.231, -0.186, -0.163, -0.145, -0.201, -0.451, 0.078, 0.093, -0.085, -0.267, -0.024, -0.059, -0.109, 0.034, -0.147, -0.056, 0.000, 0.077, 0.079, 0.067, 0.123, 0.113, 0.113, 0.119, 0.131, 0.111, 0.090, 0.116, 0.120, 0.118, 0.145, 0.147, 0.137, 0.114, 0.109, 0.101, 0.123, 0.137, 0.115, 0.107, 0.121],
  "charge": 0,
  "smiles": "CCOc1ccc(S(=O)(=O)N2CCC[C@@H](C(=O)NCc3ccco3)C2)cc1"
}

***

Ordered relative energy (zero: lowest compared OMol25 entry of this formula, charge and spin) results: 0.0; 2.6; 31.1; 62.2; unit kcal per mole.
Ordered HOMO-LUMO gap results: 0.367; 0.265; 0.346; 0.336; unit Eh.